73
Properties=species:S:1:pos:R:3 method="wB97M-V/def2-TZVPD" total_energy_ha=-2091.5899 homo_lumo_gap_ev=10.261 smiles="CC[C@@H]1C(=O)NC[C@H]1C[C@@H](C)Cl.CCOC(=O)OC.CCOC(=O)OC.CCOC(=O)OC" total_charge=0 mol_weight_da=502.0 lumo_ev=0.61
C 3.725 -1.276 1.188
C 3.616 0.211 0.821
C 2.682 1.030 1.703
C 3.127 1.178 3.143
O 4.184 0.846 3.619
N 2.054 1.686 3.853
C 0.819 1.499 3.066
C 1.246 0.541 1.935
C 0.333 0.579 0.706
C -0.217 -0.779 0.274
C -0.968 -1.554 1.347
Cl -1.358 -0.487 -1.107
H 3.974 -1.872 0.305
H 4.510 -1.440 1.928
H 2.791 -1.675 1.594
H 3.325 0.328 -0.229
H 4.612 0.656 0.910
H 2.570 2.039 1.278
H 2.061 1.414 4.825
H 0.528 2.459 2.622
H -0.005 1.127 3.677
H 1.259 -0.458 2.386
H -0.513 1.259 0.865
H 0.902 0.986 -0.138
H 0.573 -1.385 -0.177
H -1.960 -1.128 1.511
H -0.436 -1.543 2.301
H -1.099 -2.598 1.045
C -7.499 1.336 -5.193
C -7.978 0.131 -4.415
O -6.986 -0.911 -4.368
C -5.992 -0.713 -3.507
O -5.884 0.214 -2.745
O -5.119 -1.711 -3.635
C -4.093 -1.717 -2.634
H -7.199 1.043 -6.200
H -8.306 2.066 -5.271
H -6.653 1.810 -4.700
H -8.829 -0.336 -4.905
H -8.264 0.396 -3.397
H -4.535 -1.772 -1.640
H -3.469 -0.831 -2.701
H -3.496 -2.604 -2.822
C 7.571 1.337 -4.924
C 8.357 0.207 -4.298
O 8.778 0.520 -2.959
C 7.834 0.418 -2.026
O 6.694 0.069 -2.203
O 8.352 0.812 -0.863
C 7.425 0.791 0.227
H 8.152 2.260 -4.907
H 7.340 1.093 -5.961
H 6.634 1.504 -4.394
H 9.287 0.037 -4.836
H 7.786 -0.721 -4.286
H 6.981 -0.197 0.337
H 6.640 1.528 0.067
H 7.996 1.044 1.114
C -3.745 -0.573 5.816
C -3.707 -1.727 4.839
O -4.679 -1.579 3.790
C -4.356 -0.718 2.828
O -3.331 -0.085 2.759
O -5.380 -0.631 1.984
C -5.199 0.312 0.918
H -4.747 -0.460 6.231
H -3.051 -0.762 6.635
H -3.460 0.360 5.332
H -3.984 -2.658 5.328
H -2.718 -1.847 4.396
H -4.284 0.100 0.367
H -5.159 1.326 1.312
H -6.055 0.199 0.262